This record from the OMol25 dataset describes the ion C3H7ClO2P with charge -1. The level of theory is ωB97M-V/def2-TZVPD.

Structure (XYZ):
```
14
Properties=species:S:1:pos:R:3
C 1.085 -1.009 -0.584
C -0.252 -0.329 0.002
C -0.046 0.371 1.351
O -1.134 0.805 2.088
P -1.051 1.070 -1.166
O 0.080 1.863 -1.752
Cl -1.543 -0.323 -2.604
H 0.838 -1.907 -1.313
H 1.625 -1.540 0.224
H 1.791 -0.214 -1.051
H -0.920 -1.206 0.101
H 0.679 1.319 1.140
H 0.404 -0.417 1.957
H -1.555 1.517 1.606
```

Calculated values
ΔE to the lowest compared entry with this formula, charge and spin = 54.2 kcal/mol
Charge = -1
Spin multiplicity = 1
Highest occupied orbital energy = -3.15 eV
Molecular weight = 141.51 Da
SMILES = C[C@@H](CO)P([O-])Cl


This record from the OMol25 dataset describes the molecule C7H9NO2. The level of theory is ωB97M-V/def2-TZVPD.

Structure (XYZ):
```
19
Properties=species:S:1:pos:R:3
C -0.035 3.210 -0.220
C 0.176 1.894 -0.152
C 0.825 1.260 1.025
N 1.231 1.061 2.098
O 0.017 0.960 -1.092
C 0.527 -0.327 -0.282
C 1.637 -0.914 -0.720
C -0.684 -0.978 0.382
C -1.390 -1.896 -0.609
O -0.281 -1.754 1.486
H 0.143 3.828 0.644
H -0.483 3.643 -1.098
H 2.220 -1.567 -0.093
H 2.041 -0.702 -1.698
H -1.367 -0.175 0.692
H -0.721 -2.705 -0.898
H -1.687 -1.337 -1.494
H -2.272 -2.322 -0.131
H 0.105 -1.179 2.161
```

Calculated values
ΔE to the lowest compared entry with this formula, charge and spin = 98.0 kcal/mol
Charge = 0
Spin multiplicity = 1
Highest occupied orbital energy = -9.43 eV
Molecular weight = 139.15 Da
SMILES = C=C(C#N)OC(=C)[C@@H](C)O


This record from the OMol25 dataset describes a structure of composition C40H61AlCaCl4FKN2NaO19S. The level of theory is ωB97M-V/def2-TZVPD.

Structure (XYZ):
```
132
Properties=species:S:1:pos:R:3
C 4.020 4.381 0.762
C 2.504 4.119 0.989
C 2.030 3.253 2.164
C 2.192 1.687 2.255
C 3.468 1.256 3.051
C 4.711 2.189 2.899
O 5.749 1.837 2.417
O 1.155 1.536 3.314
S 0.744 0.108 3.820
O -0.547 0.255 4.436
O 1.582 -0.588 4.765
C 0.392 -0.843 2.299
C -0.046 -2.235 2.771
C -1.461 -2.566 2.138
C -2.611 -1.766 2.821
C -3.843 -1.815 1.853
N -4.748 -0.658 2.049
C -4.668 0.279 0.970
C -5.028 -0.058 -0.497
O -4.335 1.420 1.203
C 1.530 -0.693 1.166
C 2.643 -1.658 1.653
C 4.101 -1.756 1.142
C 4.291 -2.726 -0.081
C 5.619 -2.469 -0.869
C 4.420 -4.172 0.534
C 0.684 -1.167 -0.087
C 0.828 -2.630 -0.523
O 1.140 -2.916 -1.637
F 0.545 -3.687 0.289
C 1.876 0.864 0.947
C 3.134 1.083 0.051
C 3.421 0.135 -1.150
C 3.346 0.776 -2.600
C 2.395 -0.163 -3.387
O 2.825 -1.152 -3.902
O 1.014 0.071 -3.473
C 0.631 1.573 0.254
C -0.565 1.851 1.033
C -1.655 2.504 0.450
C -1.354 2.813 -0.995
C -0.211 2.468 -1.649
N 0.789 1.842 -1.019
H 4.433 4.868 1.662
H 4.103 5.135 -0.041
H 4.594 3.485 0.485
H 2.071 5.132 1.143
H 2.090 3.836 -0.001
H 0.977 3.553 2.329
H 2.508 3.637 3.088
H 3.317 1.250 4.147
H 3.876 0.266 2.807
H 4.578 3.231 3.283
H -0.555 -0.383 1.966
H -0.260 -2.178 3.856
H 0.567 -3.124 2.636
H -1.643 -3.648 2.277
H -1.485 -2.395 1.040
H -2.337 -0.699 2.917
H -2.876 -2.169 3.827
H -3.532 -1.883 0.781
H -4.409 -2.716 2.148
H -5.717 -0.973 2.087
H -5.902 0.511 -0.854
H -5.282 -1.124 -0.660
H -4.199 0.165 -1.204
H 2.737 -1.520 2.749
H 2.330 -2.719 1.596
H 4.682 -2.270 1.936
H 4.674 -0.837 0.953
H 3.426 -2.733 -0.759
H 6.266 -3.354 -0.937
H 5.331 -2.214 -1.910
H 6.134 -1.584 -0.460
H 3.780 -4.328 1.420
H 4.334 -4.960 -0.228
H 5.461 -4.231 0.912
H 0.942 -0.613 -1.005
H -0.405 -0.973 0.055
H 3.164 2.087 -0.406
H 4.071 1.116 0.636
H 4.492 -0.135 -1.097
H 2.922 -0.837 -1.189
H 2.982 1.816 -2.577
H 4.305 0.718 -3.128
H 0.847 0.618 -4.267
H -0.667 1.550 2.078
H -2.616 2.763 0.978
H -2.142 3.366 -1.579
H -0.128 2.739 -2.709
Ca -0.085 3.393 -4.382
C -3.716 -1.439 6.649
O -3.343 -1.325 7.887
O -3.940 -2.545 6.081
O -3.901 -0.451 5.867
K -1.923 4.925 0.450
O -1.531 6.369 -2.985
C -1.685 7.616 -2.734
C -3.043 8.198 -3.618
O -3.162 9.427 -3.369
H -0.861 8.295 -3.008
H -1.891 7.904 -1.686
H -3.868 7.524 -3.316
H -2.835 7.895 -4.660
O 2.152 -3.803 4.537
H 1.373 -4.227 4.917
H 2.173 -2.933 4.957
Al -2.939 0.274 9.313
O -8.280 0.519 -2.902
C -7.935 0.854 -4.044
C -6.497 1.879 -3.857
O -6.136 2.247 -4.978
H -8.621 1.474 -4.647
H -7.598 0.073 -4.748
H -5.810 1.242 -3.268
H -6.804 2.660 -3.137
Na -2.159 -0.804 -0.733
C 2.004 -7.509 1.322
Cl 0.500 -8.373 1.670
Cl 2.098 -6.060 2.333
Cl 3.382 -8.559 1.669
Cl 2.032 -7.040 -0.386
C -1.571 -3.195 -5.215
C -1.757 -3.040 -6.703
O -3.081 -2.504 -6.800
C -3.363 -1.892 -5.629
O -4.312 -1.204 -5.435
O -2.415 -2.163 -4.690
H -0.538 -3.051 -4.903
H -1.922 -4.161 -4.846
H -1.055 -2.329 -7.142
H -1.681 -3.985 -7.236
```

Calculated values
Charge = +1
Spin multiplicity = 1
Highest occupied orbital energy = -6.66 eV
Molecular weight = 1195.95 Da


This record from the OMol25 dataset describes the molecule C9H10N2O. The level of theory is ωB97M-V/def2-TZVPD.

Structure (XYZ):
```
22
Properties=species:S:1:pos:R:3
O 1.455 -1.557 -0.780
C 0.767 -0.523 -0.166
N -0.624 -0.468 -0.661
C -1.317 -1.543 -1.014
C -2.584 -1.144 -1.389
N -2.745 0.157 -1.107
C -1.530 0.557 -0.673
C 1.545 0.812 -0.575
C 1.489 1.877 0.198
C 0.756 1.765 1.519
C 0.497 0.578 1.994
C 0.756 -0.663 1.302
H 1.275 -1.423 -1.728
H -1.004 -2.605 -1.126
H -3.554 -1.611 -1.635
H -1.156 1.597 -0.479
H 2.010 0.750 -1.566
H 2.156 2.762 0.014
H 0.303 2.754 1.827
H -0.184 0.549 2.842
H 1.711 -1.191 1.517
H -0.023 -1.430 1.686
```

Calculated values
ΔE to the lowest compared entry with this formula, charge and spin = 76.3 kcal/mol
Charge = 0
Spin multiplicity = 1
Highest occupied orbital energy = -8.47 eV
Molecular weight = 162.19 Da
SMILES = O[C@]1(n2ccnc2)C=CC=CC1


This record from the OMol25 dataset describes a structure of composition C5H11N. The level of theory is ωB97M-V/def2-TZVPD.

Structure (XYZ):
```
17
Properties=species:S:1:pos:R:3
C 1.443 -0.269 -0.417
C 0.108 0.570 -0.779
C -1.056 0.100 0.030
C -1.642 0.922 0.947
C -1.527 -1.286 -0.314
N 2.399 0.078 0.576
H 1.232 -1.317 -0.363
H 1.977 -0.119 -1.400
H 0.260 1.625 -0.663
H -0.091 0.259 -1.791
H -2.437 0.495 1.522
H -1.372 1.966 1.084
H -1.195 -1.542 -1.310
H -2.573 -1.451 -0.209
H -1.003 -1.975 0.345
H 2.456 1.088 0.540
H 1.424 -0.021 0.959
```

Calculated values
ΔE to the lowest compared entry with this formula, charge and spin = 103.8 kcal/mol
Charge = +1
Spin multiplicity = 2
Highest occupied orbital energy (spin up / spin down) = -15.00 / -14.69 eV
<S²> = 0.759
Molecular weight = 85.15 Da


E in a.u., matching the order above: -1070.6054 -477.2357 -7120.0377 -533.6227 -251.4217